1.
{
  "formula": "C5H27N2O9",
  "method": "ωB97M-V with the def2-TZVPD basis set",
  "homo_energy_ev": -12.0,
  "gap_ev": 9.132,
  "charge": 1,
  "lumo_energy_ev": -2.893,
  "de_lowest_kj_mol": 168.6,
  "max_force_ev_per_a": 2.857,
  "e_tot_ev": -27024.307,
  "elements": ["O", "O", "O", "O", "O", "O", "O", "O", "O", "N", "N", "C", "C", "C", "C", "C", "H", "H", "H", "H", "H", "H", "H", "H", "H", "H", "H", "H", "H", "H", "H", "H", "H", "H", "H", "H", "H", "H", "H", "H", "H", "H", "H"],
  "positions_angstrom": [[-1.019, -0.681, -3.025], [-3.323, -0.687, 1.426], [-0.342, -1.875, 2.196], [3.459, 0.443, -0.644], [-1.229, 0.650, 2.156], [2.667, -2.067, -0.425], [-1.997, -2.493, -0.082], [0.403, -2.588, -1.679], [2.521, 1.776, 2.059], [1.054, -0.076, 0.735], [-1.972, 0.815, -0.539], [-1.197, 2.049, -0.478], [1.126, 0.858, -0.461], [0.266, 2.084, -0.014], [2.534, 1.208, -0.860], [-1.681, 3.151, -1.062], [2.286, -2.272, -1.280], [0.217, -0.644, 0.545], [0.985, 0.440, 1.599], [-2.715, -1.850, 0.104], [3.155, -1.230, -0.409], [-2.653, 1.128, -1.215], [-2.028, 1.103, 1.875], [-0.291, -2.681, -1.006], [-1.409, 0.064, -0.958], [0.188, 2.052, 1.087], [-2.377, -3.372, 0.029], [0.664, 0.267, -1.296], [-0.962, 3.975, -1.005], [-0.795, -2.554, 1.682], [2.796, 2.108, -1.357], [-1.427, -0.868, -3.873], [0.306, -3.386, -2.226], [0.754, 3.014, -0.278], [-0.982, -1.135, 2.090], [-1.424, 0.355, 3.058], [-2.624, 3.279, -1.556], [2.349, 2.726, 2.096], [1.829, -0.751, 0.645], [-0.542, -1.476, -2.705], [3.472, 1.625, 2.080], [-4.057, -1.039, 1.941], [-3.583, -0.025, 0.775]],
  "forces_ev_per_angstrom": [[0.2, 0.1, 0.4], [-0.1, -0.6, 0.2], [-0.7, 0.4, -0.2], [-0.6, 0.9, 0.0], [0.4, 0.5, 1.0], [0.2, -0.2, 1.3], [-0.1, -0.2, -0.3], [-0.4, -0.6, -0.6], [-0.3, 0.1, -0.2], [0.3, -0.6, -2.8], [1.1, 1.2, 0.4], [0.2, 0.1, -1.8], [-1.5, 0.4, 0.9], [-1.0, -1.0, 0.5], [1.3, -2.1, 1.0], [1.6, 0.3, 1.0], [0.0, 0.3, -0.1], [0.3, 0.1, 1.0], [0.2, -0.1, 0.4], [0.5, -0.4, 0.3], [0.3, -0.4, -0.9], [-0.4, -0.9, -0.4], [-0.1, -0.1, -0.2], [-0.1, 0.0, 0.1], [-0.6, 0.4, -0.1], [0.5, 0.2, -0.5], [-0.2, 0.1, -0.1], [0.4, 0.8, 0.3], [-0.8, 0.1, -0.3], [0.2, -0.2, 0.1], [-0.4, 1.3, -0.7], [0.1, -0.1, 0.0], [0.1, 0.2, 0.2], [-0.2, 0.2, -0.3], [0.4, -0.5, 0.1], [0.0, 0.3, 0.0], [-0.3, -0.1, 0.0], [0.4, -0.2, 0.2], [-0.2, -0.3, 0.5], [-0.2, 0.2, -0.4], [0.0, 0.3, 0.1], [-0.3, 0.4, -0.3], [-0.3, 0.1, 0.2]]
}

=====

2.
{
  "formula": "C5H27NO10",
  "method": "ωB97M-V with the def2-TZVPD basis set",
  "homo_energy_ev": -10.4,
  "gap_ev": 10.498,
  "charge": 0,
  "lumo_energy_ev": 0.131,
  "de_lowest_kj_mol": 238.4,
  "max_force_ev_per_a": 3.038,
  "e_tot_ev": -27589.012,
  "elements": ["O", "O", "O", "O", "O", "O", "O", "O", "O", "O", "N", "C", "C", "C", "C", "C", "H", "H", "H", "H", "H", "H", "H", "H", "H", "H", "H", "H", "H", "H", "H", "H", "H", "H", "H", "H", "H", "H", "H", "H", "H", "H", "H"],
  "positions_angstrom": [[1.185, -3.406, 1.343], [-2.044, -0.665, 0.153], [-0.314, -1.487, -1.100], [2.999, -2.805, -3.252], [-2.611, 0.466, 3.730], [-3.621, 1.740, 0.719], [3.128, -1.823, 0.539], [3.315, -0.633, -1.743], [-0.893, -2.206, 2.576], [-1.157, -0.170, -3.658], [-0.428, 0.696, -0.789], [-0.656, 1.976, -0.120], [-0.850, 2.919, -1.259], [0.678, 1.555, 1.991], [0.562, 2.420, 0.720], [-1.078, -0.434, -0.541], [-0.035, 1.940, 2.707], [-1.510, 1.802, 0.608], [2.144, -3.036, -2.865], [0.281, 3.406, 1.061], [3.838, 0.129, -2.028], [0.663, -2.901, 2.006], [3.112, -1.941, -2.774], [2.271, -2.357, 0.485], [-0.265, 2.703, -2.157], [-3.371, 0.946, 0.215], [-1.893, 2.830, -1.653], [-0.621, -0.004, -4.442], [2.760, -1.017, 0.942], [-1.521, -2.942, 2.521], [0.391, 0.498, 1.724], [-1.882, 0.055, 3.241], [-1.265, -1.623, 1.891], [1.678, 1.589, 2.368], [-3.076, 0.840, 2.949], [1.308, -4.355, 1.310], [1.500, 2.595, 0.157], [0.354, 0.640, -1.432], [-0.609, 3.985, -1.179], [-4.436, 1.977, 0.264], [-0.945, -2.198, -1.296], [-0.631, -0.748, -3.101], [3.547, -0.958, -0.833]],
  "forces_ev_per_angstrom": [[0.5, 0.9, -1.1], [-0.7, 0.3, 0.2], [-1.3, 0.6, -0.3], [-0.6, 0.7, 0.6], [0.0, 0.2, -1.5], [-0.4, -0.5, -0.6], [-1.4, 0.3, 0.2], [0.0, 0.8, -0.1], [-0.6, 0.2, -0.3], [-0.1, 0.2, -0.3], [0.0, -0.2, 0.7], [0.9, -0.3, 0.5], [-1.9, 1.4, -1.9], [-0.5, -0.7, -1.6], [-0.5, -0.2, 0.5], [2.4, -1.1, -0.3], [0.0, -0.2, 0.4], [0.9, 0.7, -1.3], [0.1, -0.5, -0.3], [0.0, 0.5, 0.0], [0.0, -0.4, 0.4], [-0.2, -1.4, 0.0], [0.5, -0.6, -0.5], [1.3, 0.1, 0.2], [0.3, -0.7, 0.3], [0.3, -0.1, 0.4], [0.6, 0.3, 0.4], [-0.1, -0.1, 0.1], [0.4, -0.2, 0.1], [0.2, 0.0, 0.3], [0.5, 0.8, 0.5], [0.1, -0.2, 0.7], [0.2, 0.1, 0.0], [0.5, -0.2, 0.5], [-0.2, 0.0, 0.8], [-0.6, 0.2, 0.9], [-0.5, -0.6, 0.0], [-0.2, -0.1, 0.2], [-0.3, -0.1, 1.0], [-0.1, 0.4, 0.3], [0.2, -0.1, 0.3], [0.3, -0.2, 0.0], [-0.1, 0.1, -0.6]]
}

=====

3.
{
  "formula": "C5H27NO9",
  "method": "ωB97M-V with the def2-TZVPD basis set",
  "homo_energy_ev": [-13.2, -13.2],
  "gap_ev": [9.321, 4.194],
  "charge": 1,
  "spin_multiplicity": 2,
  "lumo_energy_ev": [-3.835, -8.962],
  "de_lowest_kj_mol": 419.7,
  "max_force_ev_per_a": 6.240,
  "e_tot_ev": -25527.564,
  "elements": ["O", "O", "O", "O", "O", "O", "O", "O", "O", "N", "C", "C", "C", "C", "C", "H", "H", "H", "H", "H", "H", "H", "H", "H", "H", "H", "H", "H", "H", "H", "H", "H", "H", "H", "H", "H", "H", "H", "H", "H", "H", "H"],
  "positions_angstrom": [[2.284, 3.074, 2.200], [2.805, -0.236, 0.241], [1.213, -2.324, -2.622], [-1.101, -0.305, 3.230], [2.591, -1.386, 2.985], [0.721, 0.138, -2.406], [2.728, 1.935, -2.079], [-1.256, 1.984, -0.522], [1.172, 1.903, 0.084], [-1.443, -1.098, 0.448], [-3.080, 0.237, -0.910], [-0.837, -2.468, 0.511], [-3.375, -2.201, -0.994], [-2.799, -1.048, -0.014], [-2.368, 1.462, -0.387], [-3.110, 0.211, -2.036], [-2.876, 2.156, 0.342], [-1.264, -0.522, 2.342], [1.847, 3.593, 1.430], [3.667, 1.743, -2.075], [1.344, -1.553, -3.086], [3.284, -0.827, 3.202], [2.398, -0.733, -0.487], [0.328, 2.376, 0.284], [-2.601, -2.893, -1.452], [1.038, 1.041, -0.450], [-0.944, -0.460, -0.118], [2.803, -0.836, 0.965], [-0.233, -2.755, -0.370], [0.086, 0.875, -2.754], [1.448, 0.742, -2.110], [-4.294, 0.390, -0.671], [2.304, 2.247, 1.826], [-0.149, -2.425, 1.404], [-1.740, -3.278, 0.627], [-3.445, -1.086, 0.930], [2.688, 2.758, -1.398], [1.619, -1.020, 3.183], [-3.927, -2.876, -0.185], [0.340, -2.253, -2.267], [-1.017, 0.651, 3.348], [-4.007, -1.748, -1.673]],
  "forces_ev_per_angstrom": [[-1.3, 4.6, -0.5], [-0.4, 0.4, -1.6], [0.4, -3.7, 1.6], [0.5, 0.1, 2.1], [-5.4, -1.5, -0.8], [-2.0, 3.0, -0.3], [0.0, 3.2, 2.1], [-1.6, -2.8, -1.8], [-0.7, -1.0, -0.3], [-0.8, -3.8, -3.0], [-3.2, 1.0, 1.2], [-1.8, -1.0, 2.3], [1.7, -3.7, 4.7], [-1.5, 1.1, -1.2], [0.6, 4.0, 2.2], [0.9, -0.8, 1.1], [-1.1, -1.3, -0.3], [-0.3, 0.1, -1.6], [1.3, -1.1, 2.2], [0.4, -0.3, -0.2], [0.4, 2.8, -1.6], [1.5, 2.2, 1.1], [0.5, 0.0, 0.1], [1.0, -1.1, -0.7], [-0.8, 1.3, 0.3], [-0.1, 2.5, 1.6], [1.9, 1.5, -0.1], [0.1, -1.0, 1.4], [-0.2, 0.7, 0.2], [1.5, -2.0, 0.7], [0.4, -0.2, -0.5], [3.2, 0.0, -0.6], [0.2, -3.3, -1.4], [-0.6, -0.6, -0.8], [2.5, 2.1, 0.1], [0.6, 0.3, -1.2], [-0.2, -3.1, -2.2], [3.9, -0.6, -0.2], [0.7, 1.1, -2.4], [-0.6, 0.2, -0.1], [0.0, -0.1, -0.3], [-1.3, 0.6, -1.3]]
}

=====

4.
{
  "formula": "C5H28N2O8",
  "method": "ωB97M-V with the def2-TZVPD basis set",
  "homo_energy_ev": -9.4,
  "gap_ev": 9.604,
  "charge": 0,
  "lumo_energy_ev": 0.185,
  "de_lowest_kj_mol": 199.3,
  "max_force_ev_per_a": 2.858,
  "e_tot_ev": -24998.823,
  "elements": ["O", "O", "O", "O", "O", "O", "O", "O", "N", "N", "C", "C", "C", "C", "C", "H", "H", "H", "H", "H", "H", "H", "H", "H", "H", "H", "H", "H", "H", "H", "H", "H", "H", "H", "H", "H", "H", "H", "H", "H", "H", "H", "H"],
  "positions_angstrom": [[0.062, -3.604, 1.465], [1.426, -1.462, 2.492], [-3.209, -2.635, 0.653], [-3.537, 2.427, -0.218], [3.723, 2.154, -2.262], [4.649, 1.775, 0.941], [-3.241, 0.002, 0.818], [1.050, 2.182, -2.714], [-1.350, -0.246, -3.292], [-0.399, 0.224, -1.108], [0.630, -0.365, -0.228], [0.305, 0.701, 2.006], [1.126, 0.737, 0.753], [-1.108, -0.794, -1.977], [0.644, -0.370, 3.001], [3.722, 1.543, 0.940], [4.953, 1.768, 0.024], [-3.733, -3.167, 1.285], [-2.547, -0.653, 0.704], [0.377, -2.720, 1.734], [0.064, -1.232, 0.196], [-2.094, -1.020, -1.511], [1.231, 0.079, 3.848], [2.161, 0.444, 0.880], [-2.569, -3.296, 0.351], [0.443, -4.231, 2.089], [-4.053, -0.490, 0.692], [1.170, 1.644, 0.126], [1.396, -0.816, -0.877], [0.338, 1.705, 2.461], [-0.460, -0.065, -3.735], [-0.192, -0.912, 3.496], [-0.755, 0.612, 1.705], [2.311, -1.200, 2.222], [-0.487, -1.681, -1.987], [2.776, 1.935, -2.443], [0.368, 1.766, -2.137], [-3.595, 1.660, 0.386], [4.045, 1.353, -2.700], [0.528, 2.868, -3.164], [-3.170, 2.093, -1.040], [-1.070, 0.709, -0.521], [-1.931, 0.577, -3.353]],
  "forces_ev_per_angstrom": [[-0.4, 0.0, -0.2], [-0.2, -0.1, -0.1], [-0.3, -1.2, 0.4], [-0.2, 0.3, 0.3], [-0.7, -1.4, -0.5], [0.6, -0.1, 0.2], [0.2, 0.4, 0.2], [-1.3, 0.4, -0.1], [0.4, -1.2, -0.4], [0.1, 0.0, -0.6], [-1.6, -0.4, -0.6], [-1.5, 1.7, -0.3], [0.5, -2.0, -1.9], [-0.8, 2.2, 0.9], [1.4, -0.7, 2.0], [-0.2, 0.1, -0.4], [-0.5, 0.1, 0.1], [0.3, 0.6, -0.3], [-0.2, -0.2, 0.1], [0.3, -0.5, 0.1], [1.1, 0.4, 0.7], [0.6, -0.2, -0.3], [-0.5, -0.3, -0.6], [0.4, 0.2, 0.7], [0.2, 0.2, -0.1], [0.0, 0.2, 0.0], [-0.1, -0.3, 0.0], [-0.4, 0.0, 0.8], [0.1, 0.4, 0.3], [0.1, -0.5, 0.3], [-0.1, 0.2, -0.2], [0.1, 0.8, -0.6], [0.3, 0.0, 0.1], [-0.1, 0.2, 0.1], [0.0, -0.2, -0.4], [0.1, 1.2, 0.5], [0.4, -0.6, 0.0], [0.3, 0.3, -0.6], [0.9, 0.2, 0.1], [0.7, -0.2, 0.0], [-0.1, -0.2, 0.1], [-0.2, -0.1, 0.0], [0.0, -0.1, 0.4]]
}

=====

5.
{
  "formula": "C5H28N2O9",
  "method": "ωB97M-V with the def2-TZVPD basis set",
  "homo_energy_ev": [-13.0, -13.0],
  "gap_ev": [10.059, 5.419],
  "charge": 1,
  "spin_multiplicity": 2,
  "lumo_energy_ev": [-2.968, -7.573],
  "de_lowest_kj_mol": 0.0,
  "max_force_ev_per_a": 2.547,
  "e_tot_ev": -27040.117,
  "elements": ["O", "O", "O", "O", "O", "O", "O", "O", "O", "N", "N", "C", "C", "C", "C", "C", "H", "H", "H", "H", "H", "H", "H", "H", "H", "H", "H", "H", "H", "H", "H", "H", "H", "H", "H", "H", "H", "H", "H", "H", "H", "H", "H", "H"],
  "positions_angstrom": [[-1.233, 3.414, 1.147], [2.557, 1.510, 1.862], [-2.253, 0.934, 0.498], [-1.994, -2.339, 0.609], [-1.311, -0.205, -3.772], [0.513, -3.031, 1.396], [-0.068, 1.841, 3.091], [0.172, -0.242, 1.268], [-2.885, -0.842, -1.512], [1.306, 2.622, -0.479], [0.556, -1.605, -1.136], [0.938, 1.435, -1.251], [1.652, -0.970, -0.457], [1.274, -0.656, 0.984], [2.046, 0.369, -1.174], [0.720, -2.961, -1.594], [1.816, 3.293, -1.040], [-2.802, -0.107, -0.874], [-0.476, 1.619, 3.933], [1.528, -3.019, -2.326], [0.000, 1.068, -0.829], [-0.395, -2.892, 1.045], [2.039, -0.805, 1.746], [-2.376, -2.024, -0.250], [2.528, -1.611, -0.502], [-1.833, 4.070, 1.515], [-1.452, 0.450, 0.721], [-0.055, 1.031, 2.549], [2.920, 0.758, -0.656], [-2.093, -1.572, 1.187], [0.500, 3.074, -0.058], [-0.326, -1.479, -0.607], [-1.649, -0.637, -4.565], [0.701, 1.665, -2.292], [0.421, -3.511, 2.226], [-0.489, -0.654, -3.551], [-0.803, 2.977, 1.914], [0.961, -3.621, -0.752], [-1.998, 1.876, 0.603], [-0.198, -3.306, -2.068], [-2.350, -0.624, -2.296], [2.358, 0.105, -2.184], [2.334, 2.040, 1.066], [1.985, 1.870, 2.554]],
  "forces_ev_per_angstrom": [[0.2, -0.2, 0.0], [0.1, 0.0, -0.2], [-0.1, 0.1, -0.1], [0.3, 0.3, -0.5], [0.0, 0.0, 0.2], [0.2, -0.2, -0.3], [0.1, 0.0, -0.2], [0.4, -0.1, -0.3], [0.3, -0.5, 0.3], [0.2, -0.1, 0.0], [0.2, -1.0, 2.3], [-0.2, 0.2, 0.5], [0.3, 0.4, -0.8], [-0.7, 0.1, 0.6], [-0.2, 0.2, -0.4], [-0.2, 0.1, -1.3], [-0.1, 0.0, 0.1], [-0.1, 0.3, -0.3], [0.0, 0.0, 0.0], [0.1, 0.0, 0.1], [0.1, -0.1, -0.1], [-0.1, -0.2, 0.5], [0.2, 0.0, -0.2], [-0.2, -0.1, 0.2], [0.0, -0.2, 0.0], [0.0, 0.1, 0.0], [0.1, 0.1, 0.1], [0.0, 0.0, 0.4], [0.0, 0.0, 0.1], [-0.2, -0.1, 0.1], [0.0, 0.1, -0.2], [-0.3, 0.4, -0.7], [0.0, 0.0, -0.1], [0.1, 0.0, -0.1], [0.0, 0.0, -0.1], [0.1, 0.0, -0.3], [-0.2, 0.3, 0.1], [0.0, 0.2, 0.3], [-0.3, -0.1, 0.0], [0.0, 0.0, 0.2], [-0.3, 0.3, 0.1], [0.1, -0.2, 0.0], [-0.1, 0.0, 0.2], [0.1, 0.0, 0.0]]
}

=====

6.
{
  "formula": "C5H28O9",
  "method": "ωB97M-V with the def2-TZVPD basis set",
  "homo_energy_ev": [0.2, -6.6],
  "gap_ev": [2.847, 9.426],
  "charge": -1,
  "spin_multiplicity": 2,
  "lumo_energy_ev": [3.075, 2.795],
  "de_lowest_kj_mol": 0.0,
  "max_force_ev_per_a": 1.998,
  "e_tot_ev": -24066.341,
  "elements": ["O", "O", "O", "O", "O", "O", "O", "O", "O", "C", "C", "C", "C", "C", "H", "H", "H", "H", "H", "H", "H", "H", "H", "H", "H", "H", "H", "H", "H", "H", "H", "H", "H", "H", "H", "H", "H", "H", "H", "H", "H", "H"],
  "positions_angstrom": [[3.243, 1.717, -0.056], [0.748, 2.171, -1.255], [-1.357, -0.094, 3.410], [3.005, -0.142, 1.911], [-0.638, -2.540, 2.944], [2.215, 0.863, -3.664], [-1.953, 3.304, -1.371], [1.585, -2.359, 1.382], [-0.953, 2.502, 2.469], [-0.747, -2.120, -1.111], [0.366, -1.255, -1.758], [-2.079, -1.437, -1.345], [-2.863, -1.030, -0.348], [-2.363, -0.927, -2.737], [-0.734, -3.102, -1.592], [-2.259, 0.138, -2.926], [-2.230, 0.087, 3.777], [-1.523, 4.165, -1.452], [3.699, 2.192, 0.650], [-1.214, 2.708, -1.165], [-0.054, 2.870, 2.385], [3.664, -0.642, 2.402], [-3.569, -0.260, -0.642], [0.846, -2.393, 2.048], [0.847, 1.433, -0.634], [-2.688, -1.288, 0.687], [1.656, 2.485, -1.349], [-3.351, -1.257, -3.052], [-1.109, 2.170, 1.563], [2.311, -0.792, 1.654], [-0.958, 0.738, 3.074], [1.246, -2.987, 0.734], [3.074, 0.866, 0.421], [-0.392, -2.571, 3.874], [1.629, 0.201, -3.281], [-0.575, -2.161, -0.046], [0.741, -1.798, -2.632], [-1.645, -1.320, -3.467], [0.097, -0.212, -1.881], [-0.881, -1.591, 2.801], [1.258, -1.350, -1.133], [2.056, 1.623, -3.093]],
  "forces_ev_per_angstrom": [[0.2, -0.5, 0.3], [-0.2, -0.1, -0.5], [0.2, -0.2, 0.0], [-0.4, 0.0, 0.0], [0.2, -0.1, -0.4], [0.0, -0.1, -0.1], [0.0, 0.0, 0.0], [-0.7, -0.5, 0.4], [0.2, -0.1, -0.2], [-0.5, 0.8, -0.8], [0.8, -1.7, 0.6], [0.4, 0.8, 0.4], [0.4, 0.2, -0.7], [0.4, -0.7, -0.9], [0.0, -0.2, 0.3], [-0.3, 0.4, 0.6], [0.1, 0.3, -0.2], [0.0, -0.2, 0.1], [-0.1, 0.2, -0.1], [0.0, 0.2, -0.1], [0.0, 0.0, 0.1], [0.0, -0.1, -0.1], [-0.5, -0.3, 0.5], [0.3, 0.0, -0.1], [0.0, 0.1, 0.3], [-0.1, 0.1, 0.0], [0.1, 0.1, 0.5], [-0.1, 0.2, -0.1], [-0.1, 0.1, 0.0], [0.5, 0.1, 0.2], [-0.5, 0.2, 0.2], [0.3, 0.1, -0.2], [0.1, 0.5, -0.3], [-0.1, 0.1, 0.1], [0.0, 0.0, -0.1], [-0.1, -0.4, 0.3], [-0.4, 0.7, -0.6], [-0.1, -0.4, 0.1], [0.0, 0.0, -0.3], [-0.2, -0.2, 0.5], [-0.1, 0.5, 0.3], [0.0, -0.1, -0.1]]
}